[1]
A structure of composition C48H63Br2NO3P3SiTi. Source: the Open Molecules 2025 dataset; level of theory: the ωB97M-V functional and the def2-TZVPD basis.

## Properties
Total charge: +1
LUMO energy (eV): -2.90
HOMO-LUMO gap (eV): 7.50
Energy relative to the best compared isomer or geometry (same formula, charge and spin) (kcal per mole): 19.5
Total energy (hartree): -9458.19155

Atoms and positions in Å:
Ti: -0.899 -0.960 0.441
C: 1.956 5.500 -0.914
C: 1.399 4.801 -2.151
C: 2.518 4.539 -3.147
P: 0.472 3.385 -1.364
C: -1.237 4.165 -1.289
C: -2.277 3.135 -1.121
C: -1.240 5.292 -0.242
C: 0.256 2.308 -2.796
C: -0.288 2.738 -4.007
C: -0.634 1.798 -5.025
C: -0.372 0.445 -4.820
C: 0.282 0.012 -3.642
C: 0.581 0.946 -2.645
Si: 1.037 0.038 -1.031
C: 2.211 -1.272 -1.820
C: 3.091 -0.998 -2.885
C: 4.136 -1.862 -3.164
C: 4.256 -3.099 -2.508
C: 3.323 -3.369 -1.539
C: 2.269 -2.468 -1.171
P: 0.863 -3.087 -0.139
C: 1.552 -3.779 1.526
C: 1.767 -5.263 1.741
C: 2.842 -2.952 1.749
C: 0.188 -4.389 -1.161
C: 1.074 -5.676 -1.522
C: -0.203 -3.700 -2.482
C: 2.356 0.832 0.165
C: 3.504 1.360 -0.430
C: 4.585 1.863 0.279
C: 4.533 1.748 1.650
C: 3.440 1.184 2.315
C: 2.302 0.754 1.588
P: 0.675 0.264 2.225
C: 0.934 -0.526 3.887
C: -0.295 -1.247 4.412
C: 1.354 0.439 5.057
C: -0.056 1.967 2.387
C: -0.986 2.132 3.589
C: 0.913 3.106 2.332
H: 2.462 6.398 -1.238
H: 2.736 4.890 -0.519
H: 1.345 5.835 -0.055
H: 0.671 5.370 -2.724
H: 2.207 3.986 -4.053
H: 3.300 3.922 -2.724
H: 2.963 5.433 -3.540
H: -1.492 4.584 -2.262
H: -2.276 2.765 -0.072
H: -3.252 3.591 -1.197
H: -2.215 2.367 -1.868
H: -0.846 4.961 0.729
H: -2.276 5.691 -0.098
H: -0.672 6.146 -0.548
H: -0.424 3.777 -4.279
H: -1.221 2.037 -5.899
H: -0.682 -0.199 -5.640
H: 0.500 -1.071 -3.527
H: 3.064 -0.026 -3.418
H: 4.819 -1.625 -3.959
H: 5.069 -3.779 -2.711
H: 3.435 -4.329 -1.026
H: 0.971 -3.494 2.412
H: 2.534 -5.537 0.998
H: 0.905 -5.958 1.592
H: 2.146 -5.397 2.764
H: 3.532 -2.947 0.898
H: 3.312 -3.325 2.672
H: 2.537 -1.893 1.752
H: -0.722 -4.754 -0.723
H: 1.854 -5.334 -2.138
H: 0.436 -6.381 -2.114
H: 1.517 -6.286 -0.776
H: 0.667 -3.640 -3.121
H: -0.552 -2.687 -2.265
H: -1.008 -4.367 -2.905
H: 3.409 1.436 -1.475
H: 5.366 2.303 -0.326
H: 5.337 2.176 2.224
H: 3.470 1.145 3.435
H: 1.817 -1.207 3.637
H: -1.108 -0.580 4.532
H: -0.098 -1.679 5.426
H: -0.624 -2.114 3.879
H: 0.467 0.788 5.447
H: 1.944 1.302 4.769
H: 1.797 -0.205 5.809
H: -0.658 1.968 1.448
H: -0.560 2.412 4.525
H: -1.566 1.194 3.798
H: -1.633 2.986 3.370
H: 1.658 2.951 3.070
H: 0.375 4.043 2.528
H: 1.343 3.165 1.275
Br: -5.041 1.179 -2.696
C: -5.231 1.117 -0.835
C: -6.421 1.603 -0.319
C: -6.617 1.542 1.067
C: -5.563 1.148 1.856
C: -4.391 0.649 1.220
N: -4.195 0.658 -0.093
C: -3.305 0.071 2.096
O: -3.470 -0.238 3.243
O: -2.118 -0.046 1.498
H: -7.173 1.922 -1.005
H: -7.515 1.766 1.576
H: -5.722 1.026 2.953
O: -1.926 -0.342 -1.219
H: -1.472 0.245 -1.864
H: -2.787 0.146 -0.997
Br: -4.806 -6.439 0.801
C: -3.864 -4.804 0.596
C: -3.935 -4.065 -0.573
C: -3.100 -2.925 -0.696
C: -2.196 -2.552 0.307
C: -2.151 -3.327 1.484
C: -2.970 -4.452 1.608
H: -4.627 -4.239 -1.326
H: -3.327 -2.305 -1.553
H: -1.416 -3.157 2.281
H: -2.924 -5.094 2.469

Here are the Löwdin charges for atoms 1 to 5, given in e: 0.7270, -0.1511, -0.5321, -0.1015, 1.1121


[2]
A structure of composition C30H65F6N2O20P4S2Ti. Source: the Open Molecules 2025 dataset; level of theory: the ωB97M-V functional and the def2-TZVPD basis.

## Properties
<S²>: 3.751
Multiplicity: 4
Total charge: 0
LUMO energy (alpha / beta) (eV): 0.21 / 0.00
HOMO-LUMO gap (alpha / beta) (eV): 6.04 / 7.74
Energy relative to the best compared isomer or geometry (same formula, charge and spin) (kcal per mole): 0.0
Total energy (hartree): -6407.16836

Atoms and positions in Å:
Ti: 2.757 -2.818 -0.240
C: 3.366 0.164 1.407
F: 3.841 1.337 1.742
F: 4.197 -0.435 0.560
F: 3.192 -0.568 2.482
S: 1.693 0.504 0.561
O: 0.868 1.108 1.577
O: 2.022 1.374 -0.538
N: 1.258 -1.079 0.114
S: -0.306 -0.857 -0.108
O: -1.095 -0.756 1.102
O: -0.693 0.107 -1.126
C: -0.797 -2.551 -0.798
F: -0.491 -3.550 0.032
F: -2.117 -2.517 -0.927
F: -0.235 -2.780 -1.982
C: 1.631 0.463 -4.694
C: 2.175 -0.230 -3.452
O: 2.845 -1.491 -3.822
P: 4.309 -1.794 -3.299
O: 4.350 -2.361 -1.921
O: 5.122 -0.425 -3.507
C: 5.833 0.215 -2.441
C: 7.319 0.001 -2.617
O: 4.826 -2.688 -4.521
C: 6.240 -2.843 -4.773
C: 6.849 -3.896 -3.849
H: 0.708 -0.038 -4.988
H: 1.388 1.483 -4.395
H: 2.265 0.427 -5.577
H: 2.888 0.362 -2.885
H: 1.384 -0.506 -2.766
H: 5.577 1.273 -2.412
H: 5.552 -0.210 -1.473
H: 7.845 0.669 -1.931
H: 7.723 -1.006 -2.530
H: 7.573 0.358 -3.621
H: 6.319 -3.182 -5.807
H: 6.660 -1.836 -4.798
H: 7.863 -4.013 -4.242
H: 6.929 -3.547 -2.821
H: 6.308 -4.832 -3.930
C: -4.337 5.679 5.466
C: -3.741 4.681 6.435
O: -3.954 3.363 5.847
P: -2.672 2.437 5.600
O: -1.576 2.575 6.588
O: -3.263 0.960 5.576
C: -4.580 0.576 5.115
C: -5.339 0.187 6.397
O: -2.280 2.740 4.086
C: -0.875 2.920 3.787
C: -0.734 3.648 2.459
H: -3.913 5.341 4.512
H: -5.398 5.611 5.229
H: -4.031 6.717 5.590
H: -2.667 4.766 6.599
H: -4.238 4.633 7.406
H: -4.990 1.426 4.569
H: -4.467 -0.288 4.458
H: -5.553 1.150 6.862
H: -6.296 -0.251 6.094
H: -4.774 -0.501 7.013
H: -0.488 3.653 4.495
H: -0.336 1.977 3.777
H: 0.262 3.450 2.063
H: -1.379 3.334 1.634
H: -0.987 4.707 2.533
C: -5.190 3.623 -2.102
C: -6.232 3.314 -1.049
O: -5.895 3.903 0.232
P: -4.960 3.373 1.406
O: -5.501 2.433 2.407
O: -3.652 2.874 0.627
C: -3.249 1.514 0.693
C: -4.118 0.433 0.031
O: -4.496 4.738 2.093
C: -4.276 5.945 1.409
C: -4.763 7.163 2.156
H: -4.176 3.378 -1.795
H: -5.540 3.076 -2.979
H: -5.176 4.701 -2.270
H: -7.148 3.893 -1.193
H: -6.549 2.271 -1.005
H: -2.278 1.470 0.205
H: -3.204 1.205 1.739
H: -4.951 0.186 0.694
H: -4.578 0.665 -0.934
H: -3.524 -0.467 -0.112
H: -3.230 6.073 1.105
H: -4.776 5.989 0.434
H: -4.854 8.013 1.474
H: -5.741 7.035 2.620
H: -4.040 7.518 2.894
C: 4.554 -8.154 -3.581
C: 4.733 -6.902 -2.694
O: 3.924 -6.913 -1.502
P: 2.478 -6.218 -1.481
O: 2.421 -4.730 -1.440
O: 1.798 -6.795 -2.810
C: 0.434 -7.314 -2.828
C: -0.518 -6.223 -2.370
O: 1.780 -6.958 -0.257
C: 2.338 -6.721 1.054
C: 1.310 -6.077 1.978
H: 3.516 -8.393 -3.811
H: 5.114 -8.077 -4.507
H: 4.847 -8.956 -2.899
H: 5.712 -6.956 -2.220
H: 4.573 -6.007 -3.295
H: 0.153 -7.704 -3.801
H: 0.439 -8.161 -2.137
H: -0.504 -5.477 -3.164
H: -1.566 -6.543 -2.347
H: -0.361 -5.838 -1.370
H: 2.583 -7.658 1.553
H: 3.253 -6.129 1.031
H: 0.540 -6.814 2.188
H: 1.827 -5.775 2.891
H: 0.933 -5.126 1.599
N: 0.055 3.859 -1.229
C: 1.080 4.542 -0.637
C: 0.981 5.828 -1.101
C: -0.103 5.931 -1.981
C: -0.714 4.684 -2.014
H: -0.254 2.956 -0.903
H: 1.803 4.116 0.035
H: 1.586 6.671 -0.800
H: -0.409 6.886 -2.376
H: -1.575 4.299 -2.530

Here are the Löwdin charges for atoms 1 to 5, given in e: 0.7016, -0.7056, 0.1778, 0.1081, 0.1621


[3]
The molecule C5H11O. Source: the Open Molecules 2025 dataset; level of theory: the ωB97M-V functional and the def2-TZVPD basis.

## Properties
<S²>: 0.754
Multiplicity: 2
Total charge: 0
LUMO energy (alpha / beta) (eV): 1.12 / -1.34
HOMO-LUMO gap (alpha / beta) (eV): 11.61 / 8.58
Energy relative to the best compared isomer or geometry (same formula, charge and spin) (kcal per mole): 11.0
Total energy (hartree): -272.26089

Atoms and positions in Å:
C: -2.349 -0.556 -0.458
O: -2.761 0.731 -0.375
C: -0.810 -0.666 -0.097
C: -0.016 0.562 -0.542
C: 1.485 0.377 -0.285
C: 1.869 0.297 1.192
H: -2.925 -1.218 0.193
H: -2.433 -0.888 -1.508
H: -0.389 -1.542 -0.588
H: -0.809 -0.736 0.984
H: -0.401 1.427 -0.007
H: -0.181 0.689 -1.615
H: 2.031 1.205 -0.744
H: 1.770 -0.528 -0.832
H: 2.891 -0.062 1.313
H: 1.219 -0.387 1.731
H: 1.808 1.294 1.636

Here are the Löwdin charges for atoms 1 to 5, given in e: -0.3149, 0.0129, -0.1698, -0.2321, -0.2685


[4]
The molecule C10H12FN. Source: the Open Molecules 2025 dataset; level of theory: the ωB97M-V functional and the def2-TZVPD basis.

## Properties
Total charge: 0
LUMO energy (eV): 0.98
HOMO-LUMO gap (eV): 9.73
Energy relative to the best compared isomer or geometry (same formula, charge and spin) (kcal per mole): 9.8
Total energy (hartree): -542.83632

Atoms and positions in Å:
C: 0.928 2.157 -1.208
C: 1.118 0.866 -0.555
C: 2.472 0.313 -0.575
C: 2.656 -0.918 0.063
C: 1.569 -1.614 0.630
C: 0.343 -1.050 0.729
C: 0.133 0.154 0.113
C: -1.589 0.422 0.152
N: -2.140 0.320 -1.067
F: -1.697 1.853 0.641
C: -2.037 -0.604 1.191
C: -0.944 -1.698 1.131
H: 1.524 2.988 -0.833
H: 1.280 1.944 -2.285
H: -0.053 2.551 -1.320
H: 3.346 0.817 -1.099
H: 3.686 -1.373 0.145
H: 1.555 -2.635 1.049
H: -1.830 1.101 -1.566
H: -3.116 0.100 -1.127
H: -3.051 -0.951 0.983
H: -2.043 -0.197 2.232
H: -1.359 -2.357 0.461
H: -0.751 -2.188 2.115

Here are the Löwdin charges for atoms 1 to 5, given in e: -0.0674, -0.2352, -0.0299, -0.0876, -0.0570